(1)
The following is a quantum chemistry calculation of a structure of composition C47H44N6O7P2Ti, from the OMol25 dataset.

Summary:
Energy above the lowest of the compared OMol25 structures with the same formula, charge and spin   3.6 kcal/mol
Kohn-Sham gap (alpha / beta)   0.29404 / 0.30128 Ha
Net charge   +1
DFT total energy   -114421.2375 eV
2S+1   2

The geometry in XYZ format:
```
107
C47H44N6O7P2Ti | the OMol25 dataset | the ωB97M-V functional and the def2-TZVPD basis
Ti -0.3216 0.7043 -0.1069
O -2.3277 3.2418 2.4667
C -1.5319 2.5782 1.8535
N -1.7893 1.5228 0.9896
C -3.0788 1.0783 0.7601
O -4.0856 1.4082 1.3345
C -3.1732 0.0965 -0.4003
C -4.4133 -0.3525 -0.8150
C -4.4783 -1.1608 -1.9398
C -3.3122 -1.4856 -2.6144
C -2.1078 -1.0146 -2.1236
N -2.0452 -0.2538 -1.0283
C -0.0474 2.8727 1.9473
C 0.4110 3.9695 2.6483
C 1.7751 4.2238 2.6424
C 2.6192 3.3910 1.9255
C 2.0755 2.3143 1.2464
N 0.7697 2.0503 1.2788
H -5.2866 -0.0432 -0.2585
H -5.4336 -1.5262 -2.2937
H -3.3187 -2.0941 -3.5074
H -1.1653 -1.2477 -2.6028
H -0.3034 4.5946 3.1642
H 2.1725 5.0760 3.1775
H 3.6834 3.5704 1.8730
H 2.6907 1.6563 0.6456
C 3.0614 -2.8130 -0.1784
N 2.1530 -1.6571 -0.2117
P 1.0888 -1.3332 1.0620
C 0.3822 -2.9376 1.5065
C 0.9333 -3.7597 2.4858
C 0.4147 -5.0286 2.7045
C -0.6450 -5.4882 1.9362
C -1.1975 -4.6754 0.9539
C -0.6907 -3.4032 0.7473
C 2.1247 -0.8659 2.4656
C 3.4621 -0.5138 2.3192
C 4.1842 -0.0500 3.4103
C 3.5710 0.0771 4.6469
C 2.2340 -0.2702 4.7989
C 1.5145 -0.7428 3.7133
P 1.6569 -0.8626 -1.6330
C 3.0285 0.1772 -2.1867
C 2.7707 1.1300 -3.1693
C 3.7709 1.9918 -3.5904
C 5.0353 1.9168 -3.0251
C 5.2997 0.9770 -2.0386
C 4.3014 0.1096 -1.6204
C 1.5633 -2.2072 -2.8482
C 2.2786 -2.2011 -4.0420
C 2.1389 -3.2479 -4.9443
C 1.2947 -4.3089 -4.6585
C 0.5829 -4.3262 -3.4645
C 0.7109 -3.2776 -2.5700
H 3.5605 -2.8677 0.7896
H 3.8172 -2.7175 -0.9562
H 2.5128 -3.7418 -0.3443
H 1.7640 -3.4101 3.0866
H 0.8432 -5.6570 3.4738
H -1.0445 -6.4795 2.1048
H -2.0341 -5.0279 0.3643
H -1.1496 -2.7565 0.0059
H 3.9396 -0.5956 1.3526
H 5.2276 0.2127 3.2920
H 4.1340 0.4416 5.4959
H 1.7536 -0.1781 5.7641
H 0.4750 -1.0206 3.8353
H 1.7785 1.2149 -3.5983
H 3.5552 2.7329 -4.3482
H 5.8144 2.5939 -3.3490
H 6.2861 0.9151 -1.5974
H 4.5196 -0.6192 -0.8524
H 2.9488 -1.3826 -4.2704
H 2.6995 -3.2329 -5.8695
H 1.1932 -5.1254 -5.3610
H -0.0703 -5.1570 -3.2311
H 0.1582 -3.3042 -1.6371
C -4.7544 3.2395 -2.1185
C -3.3192 3.6065 -2.2536
N -2.3014 2.8570 -1.8892
C -1.1793 3.5890 -2.1881
C -1.5269 4.7979 -2.7386
N -2.8904 4.7789 -2.7801
C -0.8362 6.0139 -3.2525
O 0.4726 6.0771 -3.0933
O -1.4904 6.8936 -3.7528
C 0.1826 3.1275 -1.8744
O 1.1645 3.8472 -1.9905
O 0.2775 1.8943 -1.4530
H -4.8928 2.6527 -1.2122
H -5.0825 2.6455 -2.9729
H -5.3863 4.1238 -2.0532
H -3.4324 5.5461 -3.1511
H 0.8091 5.2704 -2.6220
C -4.4243 -1.2484 3.2631
C -3.6335 -0.3203 4.2058
C -2.1809 -0.4675 3.7289
O -2.2366 -1.0674 2.4347
C -3.3285 -1.9888 2.5018
H -5.0176 -0.6566 2.5705
H -5.0937 -1.9230 3.7944
H -3.7318 -0.6216 5.2479
H -3.9742 0.7093 4.1186
H -1.6142 -1.1178 4.4071
H -1.6528 0.4818 3.6329
H -3.6007 -2.2607 1.4813
H -3.0078 -2.8975 3.0270
```


(2)
The following is a quantum chemistry calculation of a structure of composition C47H45CoN3O2P2S3, from the OMol25 dataset.

Summary:
Energy above the lowest of the compared OMol25 structures with the same formula, charge and spin   103.4 kcal/mol
Kohn-Sham gap (alpha / beta)   0.21149 / 0.21045 Ha
Net charge   -2
DFT total energy   -146744.2234 eV
2S+1   2

The geometry in XYZ format:
```
103
C47H45CoN3O2P2S3 | the OMol25 dataset | the ωB97M-V functional and the def2-TZVPD basis
Co 0.4159 1.0728 0.3876
S 0.5248 -1.5538 2.5489
P 1.2048 -1.8888 0.6960
C 0.8386 -0.7558 -0.4804
P 0.6929 -0.6170 -2.1651
S -1.0164 -0.1408 -3.1286
C 2.2315 0.4164 -2.7014
C 3.1032 2.0707 -1.5969
C 4.3221 2.5063 -2.3449
C 4.8265 1.9208 -3.4285
C 4.2701 0.7498 -4.1338
C 3.1426 0.0982 -3.8473
C 1.1217 -2.1910 -3.1545
C 1.5458 -3.4147 -2.6536
C 1.8145 -4.5123 -3.4750
C 1.6937 -4.4039 -4.8463
C 1.2856 -3.1831 -5.3829
C 0.9921 -2.1150 -4.5532
C 0.5550 -3.5588 0.2965
C 1.2000 -4.7414 0.6409
C 0.6375 -5.9720 0.3203
C -0.5841 -6.0284 -0.3389
C -1.2410 -4.8481 -0.6702
C -0.6759 -3.6210 -0.3571
C 3.0526 -2.1522 0.8115
C 3.7070 -2.0662 2.0365
C 5.0966 -2.1061 2.1140
C 5.8596 -2.2347 0.9636
C 5.2227 -2.3198 -0.2699
C 3.8355 -2.2708 -0.3392
H 2.9873 2.5623 -0.6358
H 4.8181 3.3964 -1.9691
H 5.7222 2.3489 -3.8669
H 4.8489 0.4089 -4.9862
H 2.8757 -0.7373 -4.4813
H 1.6564 -3.5617 -1.5951
H 2.1119 -5.4496 -3.0173
H 1.9020 -5.2505 -5.4916
H 1.1749 -3.0686 -6.4568
H 0.6196 -1.1959 -4.9855
H 2.1548 -4.7004 1.1543
H 1.1572 -6.8878 0.5815
H -1.0211 -6.9875 -0.5969
H -2.1905 -4.8822 -1.1934
H -1.1629 -2.6936 -0.6452
H 3.0997 -1.9386 2.9253
H 5.5816 -1.9973 3.0784
H 6.9430 -2.2491 1.0241
H 5.8030 -2.4098 -1.1834
H 3.3689 -2.2881 -1.3146
C -4.8018 -0.0846 2.0047
C -4.7872 0.5653 0.6262
N -4.1060 1.8515 0.5887
C -4.9013 3.0556 0.7809
C -4.7960 3.6484 2.1818
C -2.7452 1.9364 0.4178
S -1.8406 0.5241 0.2682
N -2.3126 3.2220 0.3403
C -1.0576 3.5701 0.5660
O -0.0888 2.9183 0.9870
C -0.7711 5.0444 0.3354
C 0.5482 5.4768 0.3996
C 0.8595 6.8111 0.1711
C -0.1476 7.7210 -0.1209
C -1.4667 7.2923 -0.1851
C -1.7760 5.9561 0.0398
H -5.2993 -1.0583 1.9604
H -5.3329 0.5356 2.7322
H -3.7787 -0.2412 2.3502
H -5.8084 0.7293 0.2727
H -4.2968 -0.0980 -0.0833
H -5.9377 2.7889 0.5646
H -4.5888 3.8002 0.0500
H -5.0865 2.9194 2.9414
H -5.4461 4.5248 2.2786
H -3.7673 3.9547 2.3746
H 1.3087 4.7392 0.6273
H 1.8915 7.1383 0.2178
H 0.0955 8.7623 -0.3014
H -2.2563 7.9978 -0.4168
H -2.7950 5.5961 -0.0166
C 1.5116 2.8384 -3.5844
C 1.7712 1.9121 -2.4261
N 3.0793 0.5796 -1.4513
O 0.7174 1.7635 -1.6095
H 2.3487 2.9016 -4.2858
H 1.2950 3.8354 -3.1899
H 0.6205 2.4742 -4.0989
H 3.9701 0.0922 -1.4223
H 2.4621 0.2532 -0.6483
C 2.1247 1.2817 1.3368
C 3.1918 1.3636 1.9326
C 4.3890 1.3168 2.7070
C 5.6460 1.5825 2.1433
C 6.8085 1.4788 2.8917
C 6.7559 1.1169 4.2332
C 5.5167 0.8628 4.8119
C 4.3532 0.9598 4.0647
H 5.6948 1.8535 1.0942
H 7.7645 1.6768 2.4193
H 7.6648 1.0349 4.8178
H 5.4545 0.5747 5.8555
H 3.3889 0.7416 4.5077
```


(3)
The following is a quantum chemistry calculation of a structure of composition C47H45N5SSiTeY, from the OMol25 dataset.

Summary:
Energy above the lowest of the compared OMol25 structures with the same formula, charge and spin   21.6 kcal/mol
Kohn-Sham gap   0.21329 Ha
Net charge   -1
DFT total energy   -83975.1178 eV

The geometry in XYZ format:
```
101
C47H45N5SSiTeY | the OMol25 dataset | the ωB97M-V functional and the def2-TZVPD basis
Y -0.0726 -0.6186 0.5613
C 1.4767 -3.1865 4.3321
C 1.2307 -2.5085 3.0238
N 0.4067 -1.5323 2.8834
N -0.2703 -1.1744 4.0126
C -1.0027 -0.0835 3.8801
N -1.7258 0.2246 4.9994
S -1.1210 1.0227 2.5695
C 2.0034 -2.9312 1.8277
C 2.7296 -4.1215 1.8333
C 3.5127 -4.4365 0.7358
C 3.5679 -3.5511 -0.3221
C 2.7891 -2.4047 -0.2700
N 2.0004 -2.1086 0.7616
H 1.2173 -2.5183 5.1489
H 2.5137 -3.4994 4.4246
H 0.8423 -4.0724 4.4268
H -1.8816 -0.5523 5.6237
H -2.4806 0.8757 4.8752
H 2.6795 -4.7813 2.6836
H 4.0745 -5.3619 0.7222
H 4.1716 -3.7400 -1.1977
H 2.7728 -1.7073 -1.0933
C -3.5695 1.1264 -6.3269
C -2.6819 0.4004 -5.3548
C -2.9394 -0.9089 -4.9907
C -2.1416 -1.5910 -4.0786
C -2.5136 -2.9920 -3.6981
C -1.0348 -0.9421 -3.5239
Te 0.2033 -1.9824 -2.1526
C -0.7533 0.3842 -3.8749
C 0.3879 1.1593 -3.2767
C -1.5865 1.0302 -4.7827
H -4.4529 0.5341 -6.5671
H -3.0497 1.3430 -7.2626
H -3.9102 2.0798 -5.9187
H -3.8061 -1.4152 -5.4041
H -3.4119 -3.3019 -4.2315
H -2.7010 -3.0603 -2.6271
H -1.7091 -3.6961 -3.9183
H 0.0948 1.6290 -2.3319
H 0.7071 1.9609 -3.9447
H 1.2470 0.5286 -3.0465
H -1.3654 2.0597 -5.0441
C 4.7601 1.2378 4.2481
C 5.2847 1.5775 3.0121
C 4.4522 1.6875 1.9060
C 3.0785 1.4601 1.9959
C 2.5744 1.1280 3.2580
C 3.3963 1.0178 4.3686
Si 1.8597 1.5922 0.5241
C 3.0069 1.8079 -0.9961
C 2.8839 2.8562 -1.9075
C 3.6606 2.9245 -3.0562
C 4.6019 1.9454 -3.3247
C 4.7572 0.8961 -2.4291
C 3.9678 0.8364 -1.2939
C 1.0987 3.3309 0.6849
C -0.1320 3.6082 0.0942
C -0.7080 4.8692 0.1410
C -0.0574 5.8970 0.8064
C 1.1650 5.6473 1.4130
C 1.7301 4.3842 1.3474
H 5.4076 1.1480 5.1123
H 6.3469 1.7614 2.9055
H 4.8886 1.9594 0.9544
H 1.5114 0.9640 3.3774
H 2.9639 0.7591 5.3276
H 2.1569 3.6387 -1.7265
H 3.5275 3.7492 -3.7459
H 5.2086 1.9959 -4.2192
H 5.4919 0.1232 -2.6187
H 4.1200 0.0140 -0.6060
H -0.6693 2.8191 -0.4252
H -1.6661 5.0424 -0.3312
H -0.5027 6.8823 0.8579
H 1.6780 6.4422 1.9403
H 2.6851 4.2134 1.8305
C -4.9005 0.4086 -2.3353
C -5.2619 -0.7543 -1.6678
C -4.4324 -1.3221 -0.7188
C -3.2012 -0.7310 -0.3897
C -2.8620 0.4502 -1.0668
C -3.6840 1.0019 -2.0305
N -2.3132 -1.2603 0.5198
C -2.8221 -1.9453 1.6182
C -3.9103 -1.4626 2.3635
C -4.3204 -2.1097 3.5116
C -3.6614 -3.2515 3.9646
C -2.5978 -3.7489 3.2286
C -2.1961 -3.1150 2.0628
H -5.5490 0.8364 -3.0885
H -6.2043 -1.2391 -1.8980
H -4.7204 -2.2405 -0.2223
H -1.9413 0.9763 -0.8137
H -3.3687 1.9022 -2.5414
H -4.4083 -0.5568 2.0385
H -5.1604 -1.7130 4.0700
H -3.9854 -3.7447 4.8728
H -2.0832 -4.6451 3.5526
H -1.3924 -3.5311 1.4585
```


(4)
The following is a quantum chemistry calculation of a structure of composition C47H45N9O4, from the OMol25 dataset.

Summary:
Energy above the lowest of the compared OMol25 structures with the same formula, charge and spin   535.7 kcal/mol
Kohn-Sham gap   0.24634 Ha
Net charge   0
DFT total energy   -71039.3700 eV

The geometry in XYZ format:
```
105
C47H45N9O4 | the OMol25 dataset | the ωB97M-V functional and the def2-TZVPD basis
C -2.2902 0.8664 3.4871
C -1.7532 1.8726 4.2354
C -1.5310 1.6944 5.6001
C -1.9769 0.5567 6.2732
C -2.4125 -0.5283 5.5422
C -2.5725 -0.3109 4.1797
N -1.9010 0.4747 7.7862
O -2.2846 -0.5359 8.3360
O -1.5521 1.4976 8.4033
H -2.4314 0.8865 2.4166
H -1.4599 2.8001 3.7663
H -1.0147 2.4670 6.1505
H -2.6476 -1.4354 6.0791
H -2.8379 -1.1194 3.5147
C 0.1055 0.7519 2.8588
C -0.2738 -0.5360 2.5506
C -0.0864 -1.0160 1.2475
C 0.2556 -0.1486 0.2243
C 0.4969 1.1715 0.5138
C 0.4700 1.6260 1.8433
N 0.2276 -0.7333 -1.1775
O 0.1751 0.0818 -2.1418
O 0.1759 -1.9723 -1.3549
H 0.0282 1.1065 3.8760
H -0.6704 -1.2298 3.2771
H -0.2505 -2.0726 1.0961
H 0.8143 1.8748 -0.2418
H 0.7512 2.6178 2.1651
N 4.3158 0.0408 3.5961
C 4.8139 1.2080 3.0883
C 4.2981 1.7823 1.9102
C 3.1752 1.1956 1.3253
C 2.6651 0.0327 1.8862
C 3.2666 -0.5358 2.9964
H 5.6671 1.6305 3.5981
H 4.6765 2.7108 1.5087
H 2.8017 1.6727 0.4313
H 1.7863 -0.4719 1.5128
H 2.8685 -1.4285 3.4557
N -2.1181 2.8565 2.0184
C -1.2267 3.0616 1.0271
C -1.4893 2.8193 -0.3295
C -2.7218 2.1838 -0.5932
C -3.6398 1.9522 0.4320
C -3.3452 2.3030 1.7457
H -0.2476 3.4586 1.2515
H -0.7365 2.9942 -1.0839
H -2.9155 1.9242 -1.6235
H -4.5335 1.3977 0.1865
H -3.9156 2.1591 2.6515
N -2.5584 -0.9693 2.0847
C -2.2313 -0.2252 1.0145
C -2.7992 -0.5474 -0.2269
C -3.8789 -1.3834 -0.3629
C -4.2786 -2.1336 0.7528
C -3.4909 -1.9592 1.9285
H -1.5066 0.5321 1.2750
H -2.6490 0.0781 -1.0944
H -4.3503 -1.6236 -1.3045
H -5.1308 -2.7833 0.6182
H -3.7726 -2.4862 2.8281
N 1.1837 0.4911 -5.2336
C 2.3767 0.9471 -5.7536
C 3.2518 1.7915 -5.0411
C 2.9753 1.9766 -3.6783
C 1.7256 1.5546 -3.1372
C 0.9559 0.6854 -3.9112
H 2.5078 0.8354 -6.8197
H 4.1430 2.2439 -5.4503
H 3.6220 2.5798 -3.0584
H 1.4678 1.7143 -2.1007
H -0.0317 0.3378 -3.6462
N 1.6778 -4.3641 -3.3984
C 1.1790 -3.3069 -2.6710
C -0.1890 -2.9583 -2.7215
C -1.0334 -3.7403 -3.5067
C -0.5052 -4.7656 -4.3357
C 0.8263 -5.0357 -4.2334
H 1.9306 -2.7875 -2.0951
H -0.5420 -2.0893 -2.1861
H -2.0956 -3.5468 -3.5343
H -1.0422 -5.3525 -5.0662
H 1.2642 -5.8515 -4.7894
N 4.2824 -2.5591 0.0330
C 3.3762 -2.2267 1.0224
C 2.1070 -2.7875 1.0612
C 1.7645 -3.8448 0.2063
C 2.6712 -4.1300 -0.8050
C 3.8731 -3.4074 -0.9165
H 3.8351 -1.5002 1.6766
H 1.3980 -2.4996 1.8234
H 0.8047 -4.3371 0.2588
H 2.4101 -4.8568 -1.5599
H 4.6411 -3.6960 -1.6189
N -1.5935 2.5687 -5.3055
C -0.7637 3.6549 -5.2619
C 0.0448 3.9920 -4.1813
C -0.0443 3.2320 -3.0358
C -0.8674 2.1136 -3.0037
C -1.6080 1.8154 -4.1665
H -0.6930 4.3014 -6.1241
H 0.7577 4.8025 -4.2194
H 0.6425 3.4683 -2.2365
H -0.8708 1.4905 -2.1215
H -2.1685 0.8923 -4.1688
```


Question: Which value of net charge does entry 2 give?
Answer: -2